1.
{
  "formula": "C22H43IrN2P3S",
  "method": "wB97M-V/def2-TZVPD",
  "orbital_gap_ha": [0.1702, 0.1444],
  "total_charge": 4,
  "spin_multiplicity": 6,
  "species": ["Ir", "P", "P", "P", "H", "C", "C", "H", "C", "C", "C", "C", "C", "C", "C", "C", "C", "H", "H", "H", "H", "H", "H", "H", "H", "H", "H", "H", "H", "H", "H", "H", "H", "H", "H", "H", "H", "H", "H", "H", "H", "H", "H", "H", "H", "H", "C", "C", "C", "C", "C", "C", "S", "H", "H", "H", "H", "H", "H", "N", "C", "C", "C", "N", "C", "C", "H", "H", "H", "H", "H", "H"],
  "coordinates": [[-0.53, -0.69, -0.15], [-1.25, -2.37, -1.62], [1.51, -1.80, 0.24], [-1.99, 0.86, -1.21], [6.42, 5.83, 0.13], [5.50, 6.34, 0.41], [5.13, 6.45, 1.69], [5.74, 6.03, 2.50], [-0.53, -2.32, -3.30], [-0.98, -4.14, -1.17], [-3.05, -2.46, -1.94], [2.61, -0.95, 1.43], [1.51, -3.49, 0.97], [2.55, -1.96, -1.26], [-1.78, 2.61, -0.68], [-3.79, 0.66, -0.90], [-1.85, 0.99, -3.03], [4.99, 6.89, -0.38], [4.31, 7.11, 2.00], [-0.97, -3.12, -3.91], [0.55, -2.46, -3.27], [-0.74, -1.36, -3.79], [-1.53, -4.77, -1.89], [-1.37, -4.36, -0.17], [0.07, -4.42, -1.22], [-3.28, -3.40, -2.47], [-3.42, -1.64, -2.55], [-3.60, -2.48, -0.99], [3.41, -1.65, 1.70], [2.05, -0.68, 2.33], [3.05, -0.05, 1.00], [2.32, -4.08, 0.51], [0.57, -4.03, 0.84], [1.71, -3.40, 2.04], [3.58, -2.15, -0.93], [2.53, -1.02, -1.83], [2.21, -2.78, -1.90], [-2.53, 3.22, -1.20], [-0.79, 2.98, -0.92], [-1.93, 2.71, 0.40], [-4.33, 1.30, -1.61], [-4.04, 0.97, 0.12], [-4.14, -0.37, -1.03], [-2.33, 1.93, -3.33], [-2.33, 0.16, -3.56], [-0.80, 1.02, -3.32], [1.56, 2.06, 0.35], [1.77, 2.09, -1.04], [2.84, 2.81, -1.57], [3.68, 3.54, -0.71], [3.46, 3.53, 0.67], [2.40, 2.82, 1.20], [0.33, 1.15, 1.15], [0.44, -0.15, -1.36], [1.14, 1.50, -1.70], [3.03, 2.81, -2.65], [4.53, 4.10, -1.11], [4.12, 4.09, 1.34], [2.19, 2.77, 2.27], [-4.33, -2.28, 4.65], [-3.50, -1.94, 3.64], [-3.48, -0.62, 3.13], [-2.61, -0.30, 2.10], [-1.80, -1.21, 1.52], [-1.82, -2.47, 1.99], [-2.64, -2.88, 3.03], [-4.95, -1.62, 5.09], [-4.35, -3.22, 5.01], [-4.13, 0.15, 3.56], [-2.55, 0.72, 1.72], [-1.15, -3.19, 1.51], [-2.63, -3.91, 3.39]]
}

2.
{
  "formula": "C22H43N2O8Sr2",
  "method": "wB97M-V/def2-TZVPD",
  "orbital_gap_ha": 0.0674,
  "total_charge": 3,
  "species": ["Sr", "Sr", "O", "C", "O", "O", "H", "C", "C", "C", "C", "C", "C", "N", "O", "C", "C", "C", "H", "H", "H", "H", "H", "H", "H", "H", "H", "H", "H", "H", "H", "H", "H", "H", "H", "H", "H", "C", "C", "C", "C", "C", "C", "N", "O", "C", "C", "C", "H", "H", "H", "H", "H", "H", "H", "H", "H", "H", "H", "H", "H", "H", "H", "H", "H", "H", "H", "C", "C", "O", "C", "O", "O", "H", "H", "H", "H"],
  "coordinates": [[-12.11, 8.72, -25.62], [-14.88, 5.13, -23.49], [-16.24, 8.40, -24.23], [-14.91, 8.48, -24.30], [-14.38, 9.55, -24.59], [-14.14, 7.48, -24.10], [-16.23, 9.38, -24.32], [-23.43, 7.93, -27.04], [-22.21, 8.36, -27.90], [-22.44, 9.79, -28.42], [-21.23, 10.45, -29.09], [-20.08, 10.61, -28.04], [-19.85, 9.18, -27.33], [-21.11, 8.43, -26.94], [-20.71, 7.15, -26.47], [-18.94, 8.47, -28.39], [-19.03, 9.53, -26.09], [-22.04, 7.36, -29.07], [-23.63, 8.62, -26.22], [-23.32, 6.95, -26.59], [-24.29, 7.85, -27.70], [-23.35, 9.86, -29.02], [-22.73, 10.40, -27.56], [-21.62, 11.39, -29.48], [-20.98, 9.93, -30.02], [-20.37, 11.31, -27.25], [-19.24, 10.96, -28.62], [-19.51, 8.29, -29.30], [-18.01, 9.00, -28.61], [-18.70, 7.47, -28.03], [-19.70, 10.02, -25.38], [-18.56, 8.73, -25.53], [-18.31, 10.31, -26.36], [-23.00, 6.96, -29.40], [-21.27, 6.63, -28.84], [-21.85, 7.89, -30.01], [-20.39, 6.72, -27.28], [-19.10, 12.01, -19.51], [-18.43, 10.89, -20.39], [-17.74, 11.51, -21.59], [-16.40, 12.20, -21.24], [-15.41, 11.27, -20.51], [-16.09, 10.49, -19.35], [-17.39, 10.05, -19.75], [-17.98, 9.29, -18.70], [-15.26, 9.18, -19.07], [-16.18, 11.38, -18.05], [-19.59, 10.04, -20.92], [-20.09, 12.22, -19.91], [-18.62, 12.99, -19.55], [-19.35, 11.53, -18.56], [-17.49, 10.63, -22.19], [-18.35, 12.14, -22.24], [-16.65, 13.01, -20.54], [-15.96, 12.75, -22.07], [-14.52, 11.75, -20.10], [-14.97, 10.62, -21.27], [-14.34, 9.46, -18.54], [-15.77, 8.52, -18.37], [-14.99, 8.68, -19.99], [-16.59, 10.85, -17.20], [-15.31, 11.99, -17.78], [-16.88, 12.18, -18.30], [-20.19, 10.65, -21.59], [-20.26, 9.80, -20.09], [-19.28, 9.14, -21.46], [-18.24, 9.98, -18.07], [-14.84, 12.65, -25.56], [-15.57, 12.62, -26.90], [-16.91, 12.77, -26.59], [-17.13, 12.64, -25.24], [-18.17, 12.82, -24.69], [-15.90, 12.43, -24.63], [-14.56, 13.67, -25.30], [-14.15, 11.82, -25.39], [-15.48, 11.62, -27.34], [-15.22, 13.33, -27.65]]
}

3.
{
  "formula": "C22H43N5O7SiV",
  "method": "wB97M-V/def2-TZVPD",
  "orbital_gap_ha": [0.2768, 0.3049],
  "total_charge": 2,
  "spin_multiplicity": 2,
  "species": ["V", "C", "N", "C", "C", "O", "C", "O", "C", "C", "O", "N", "C", "C", "H", "H", "H", "H", "H", "H", "H", "H", "H", "H", "H", "H", "H", "H", "H", "H", "C", "C", "C", "C", "O", "Si", "O", "O", "C", "C", "C", "C", "O", "C", "C", "C", "C", "H", "H", "H", "H", "H", "H", "H", "H", "H", "H", "H", "H", "H", "H", "H", "H", "H", "H", "H", "H", "H", "H", "H", "H", "H", "H", "H", "N", "C", "N", "C", "N"],
  "coordinates": [[1.22, -0.82, -0.97], [-1.34, -4.66, -0.87], [-0.88, -3.99, 0.36], [-1.43, -4.51, 1.62], [-0.02, -3.01, 0.33], [0.47, -2.59, -0.77], [0.41, -2.33, 1.62], [1.45, -1.39, 1.33], [2.80, -1.76, 1.64], [3.62, -1.64, 0.38], [2.97, -1.35, -0.69], [4.90, -1.82, 0.39], [5.71, -1.69, -0.84], [5.63, -2.10, 1.64], [-1.21, -5.73, -0.75], [-2.40, -4.44, -1.00], [-0.78, -4.31, -1.72], [-0.88, -5.40, 1.93], [-1.40, -3.76, 2.41], [-2.47, -4.77, 1.46], [-0.42, -1.76, 2.01], [0.74, -3.05, 2.36], [3.18, -1.07, 2.39], [2.85, -2.77, 2.04], [5.09, -1.42, -1.68], [6.46, -0.92, -0.67], [6.21, -2.64, -1.03], [5.05, -2.74, 2.30], [6.55, -2.61, 1.39], [5.87, -1.16, 2.14], [0.21, 3.52, 2.25], [0.93, 3.10, 0.98], [1.90, 1.96, 1.26], [1.63, 4.26, 0.32], [-0.06, 2.63, 0.02], [-1.08, 1.40, -0.09], [-0.06, 0.10, -0.63], [-2.19, 1.59, -1.21], [-2.43, 2.56, -2.29], [-1.24, 2.51, -3.24], [-2.61, 3.94, -1.68], [-3.70, 2.09, -2.97], [-1.63, 0.83, 1.31], [-2.97, 0.38, 1.72], [-3.41, -0.75, 0.80], [-2.81, -0.10, 3.15], [-3.92, 1.56, 1.66], [0.92, 3.90, 2.98], [-0.33, 2.68, 2.69], [-0.51, 4.32, 2.03], [2.74, 2.32, 1.86], [2.31, 1.59, 0.32], [1.41, 1.14, 1.80], [2.34, 4.72, 1.01], [0.90, 5.02, 0.03], [2.16, 3.94, -0.58], [-0.33, 2.82, -2.72], [-1.40, 3.19, -4.07], [-1.11, 1.50, -3.63], [-1.70, 4.26, -1.17], [-3.44, 3.93, -0.97], [-2.84, 4.66, -2.46], [-3.56, 1.09, -3.39], [-3.96, 2.77, -3.78], [-4.52, 2.06, -2.26], [-2.63, -1.52, 0.74], [-3.61, -0.38, -0.21], [-4.32, -1.21, 1.19], [-2.09, -0.92, 3.22], [-3.77, -0.45, 3.54], [-2.46, 0.71, 3.79], [-4.02, 1.93, 0.63], [-3.56, 2.38, 2.29], [-4.91, 1.26, 2.01], [1.36, -0.68, -2.75], [1.39, -0.95, -3.94], [1.37, -1.10, -5.12], [1.72, -1.86, -6.15], [2.00, -2.52, -7.05]]
}

no.,E (Eh)
1,-2498.560762
2,-1635.825344
3,-2897.763104